Record 1
Density functional theory data (ωB97M-V/def2-TZVPD) for 14 unconnected molecules or ions with the total composition C5H39NO13 in a non-equilibrium geometry.

The geometry in XYZ format:
```
58
Properties=species:S:1:pos:R:3:lowdin_spin:R:1
C -0.697 -2.012 0.225 0.027
C 0.076 -0.807 0.826 0.020
C 1.284 -1.462 1.761 0.012
C 1.986 -0.568 2.836 0.016
C 3.180 -1.056 3.480 0.007
N -0.606 0.312 1.568 0.014
H -0.045 -2.570 -0.317 0.008
H -1.392 -1.657 -0.591 0.006
H -1.206 -2.428 0.908 0.002
H 0.720 -0.500 -0.005 0.012
H 2.095 -1.840 0.880 0.005
H 0.910 -2.385 2.210 0.001
H 1.176 -0.531 3.591 0.001
H 2.293 0.353 2.185 0.013
H 3.969 -1.660 2.885 0.003
H 2.883 -1.684 4.264 0.000
H 3.779 -0.222 3.785 0.001
H -1.015 0.115 2.451 0.006
H -1.326 0.765 1.018 0.008
H -2.706 -3.080 3.233 0.004
H -1.405 -2.438 3.684 0.003
O -1.755 -3.257 3.606 0.008
H -2.707 0.330 -1.690 0.007
H -1.488 -0.075 -2.333 0.010
O -2.187 0.549 -2.501 0.022
H -2.021 4.181 1.427 0.016
H -1.824 3.768 -0.117 0.007
O -2.469 3.898 0.613 0.032
H -4.101 0.768 0.238 0.008
H -4.271 -0.732 0.364 0.010
O -3.811 -0.100 -0.155 0.025
H -4.338 2.489 1.781 0.011
H -2.916 2.385 1.349 0.006
O -3.654 1.873 1.681 0.029
H 0.187 2.949 -0.857 0.026
H -0.759 2.172 -1.778 0.010
O -0.746 2.801 -1.086 0.056
H -0.423 2.247 -3.783 0.010
H -1.610 1.919 -4.460 0.005
O -0.870 2.434 -4.607 0.025
H 1.611 0.419 -3.127 0.021
H 1.515 0.814 -1.550 0.020
O 0.970 0.711 -2.358 0.053
H -3.926 0.305 2.733 0.006
H -4.262 -1.086 2.248 0.010
O -3.675 -0.669 2.845 0.020
H 4.543 -0.236 -2.381 0.021
H 3.470 -0.819 -3.277 0.010
O 3.596 -0.345 -2.396 0.069
H 3.514 -1.897 -1.364 0.011
H 2.350 -2.828 -0.896 0.007
O 3.151 -2.807 -1.353 0.025
H 2.279 3.857 -1.578 0.042
H 2.363 3.030 -2.647 0.030
O 2.531 2.924 -1.748 0.098
H 3.071 -2.318 -3.292 0.009
H 1.889 -2.315 -4.262 0.022
O 2.818 -1.985 -4.165 0.036
```

Its expectation value of S² is 0.751. As for the spin multiplicity: 2. Its lowest unoccupied orbital energy (spin up / spin down) is 2.25 / 2.32 eV. The net charge is -1. The HOMO energy (spin up / spin down) is 0.0137 / -0.2375 Ha.


Record 2
Density functional theory data (ωB97M-V/def2-TZVPD) for 18 unconnected molecules or ions with the total composition C30H96N12O30 in a non-equilibrium geometry.

The geometry in XYZ format:
```
168
Properties=species:S:1:pos:R:3:lowdin_charge:R:1
C 12.922 14.160 14.667 -0.789
O 12.251 13.224 15.130 0.008
N 14.083 14.526 15.069 0.169
N 12.563 14.934 13.703 0.190
H 14.539 14.154 15.890 0.123
H 14.584 15.277 14.616 0.087
H 13.151 15.719 13.461 0.064
H 11.592 14.933 13.427 0.090
C 12.840 17.013 5.909 -0.741
O 13.143 16.014 5.297 0.033
N 13.351 18.227 5.779 0.178
N 11.948 17.027 6.851 0.193
H 14.259 18.394 5.370 0.109
H 12.890 18.885 6.390 0.074
H 11.387 16.210 7.045 0.093
H 12.053 17.774 7.523 0.073
C 12.569 19.743 14.035 -0.806
O 13.563 20.141 13.471 0.018
N 11.517 19.731 13.406 0.218
N 12.535 19.049 15.184 0.179
H 10.772 19.208 13.844 0.131
H 11.616 20.038 12.449 0.079
H 11.696 18.726 15.647 0.107
H 13.416 18.828 15.626 0.111
C 16.712 22.646 12.089 -0.780
O 17.177 23.794 11.894 -0.016
N 16.685 22.027 13.220 0.171
N 16.209 21.900 11.170 0.170
H 16.214 21.149 13.383 0.098
H 17.048 22.540 14.010 0.121
H 16.263 22.221 10.214 0.123
H 16.113 20.906 11.325 0.063
C 10.628 22.846 8.179 -0.712
O 10.047 21.823 8.578 0.035
N 11.012 23.144 6.939 0.166
N 10.788 23.942 8.837 0.176
H 11.550 23.993 6.838 0.106
H 10.890 22.499 6.171 0.122
H 10.668 23.696 9.809 0.097
H 11.354 24.737 8.576 0.127
C 12.247 16.138 10.108 -0.618
O 11.269 15.986 9.320 -0.025
N 13.131 15.164 10.142 0.214
N 12.433 17.164 11.016 0.194
H 13.964 15.107 10.710 0.092
H 12.848 14.467 9.469 0.076
H 11.881 18.005 10.919 0.081
H 13.182 17.053 11.684 0.042
C 13.180 19.826 9.109 -0.251
C 12.628 20.669 10.254 -0.179
O 11.330 20.186 10.691 -0.116
O 12.347 19.618 8.049 -0.073
H 13.452 18.842 9.491 0.099
H 14.095 20.310 8.767 0.127
H 12.579 21.727 9.997 0.112
H 13.317 20.592 11.095 0.097
H 10.676 20.634 10.149 0.032
H 11.463 19.897 8.298 0.083
C 15.788 16.771 12.543 -0.212
C 16.290 17.541 11.329 -0.181
O 16.530 18.967 11.547 -0.083
O 14.502 17.178 12.914 -0.121
H 16.433 16.957 13.402 0.131
H 15.639 15.743 12.212 0.117
H 15.478 17.453 10.607 0.101
H 17.237 17.118 10.993 0.131
H 17.479 19.077 11.459 0.093
H 14.378 18.130 12.932 0.069
C 16.214 12.436 11.696 -0.192
C 14.857 11.701 12.117 -0.152
O 14.847 10.459 11.371 -0.099
O 16.017 13.066 10.419 -0.094
H 17.111 11.834 11.552 0.115
H 16.428 13.151 12.491 0.099
H 14.033 12.375 11.881 0.119
H 14.943 11.495 13.183 0.117
H 15.348 9.807 11.866 0.101
H 15.615 12.386 9.874 0.051
C 7.745 16.214 13.782 -0.141
C 8.703 15.229 13.033 -0.253
O 9.546 14.569 13.885 -0.059
O 8.429 17.401 14.372 -0.111
H 7.208 15.726 14.595 0.114
H 7.017 16.674 13.114 0.103
H 9.390 15.730 12.351 0.118
H 8.114 14.611 12.356 0.101
H 9.115 13.755 14.158 0.107
H 9.025 17.121 15.070 0.059
C 12.146 13.160 7.393 -0.211
C 12.733 12.727 6.089 -0.228
O 13.910 13.448 5.722 -0.067
O 12.761 12.494 8.506 -0.106
H 11.110 12.879 7.581 0.105
H 12.194 14.219 7.648 0.091
H 11.921 12.917 5.387 0.119
H 12.873 11.646 6.089 0.114
H 13.715 14.381 5.608 0.014
H 12.975 11.595 8.244 0.031
C 16.864 15.896 7.382 -0.213
C 16.155 17.126 6.881 -0.255
O 16.469 18.199 7.710 -0.051
O 16.582 15.584 8.760 -0.092
H 17.952 15.901 7.330 0.117
H 16.535 14.971 6.907 0.121
H 15.129 16.861 7.136 0.105
H 16.334 17.269 5.816 0.134
H 16.093 18.024 8.575 0.052
H 16.451 14.636 8.824 0.051
C 8.088 17.567 6.752 -0.235
C 8.515 17.695 8.201 -0.198
O 8.376 16.568 9.127 -0.091
O 9.001 16.696 6.122 -0.062
H 8.241 18.488 6.188 0.121
H 7.016 17.394 6.666 0.118
H 7.816 18.431 8.598 0.094
H 9.510 18.113 8.348 0.110
H 9.084 15.924 9.046 0.024
H 8.848 15.874 6.594 0.056
C 11.110 10.263 11.433 -0.204
C 10.260 11.556 11.148 -0.155
O 8.919 11.266 11.626 -0.085
O 10.895 9.680 12.719 -0.069
H 12.175 10.443 11.284 0.089
H 10.920 9.456 10.725 0.120
H 10.339 11.695 10.070 0.103
H 10.562 12.403 11.765 0.120
H 9.224 10.852 12.437 0.074
H 11.330 8.829 12.818 0.092
C 7.899 12.751 8.747 -0.188
C 7.413 13.674 9.819 -0.265
O 6.868 12.942 10.923 -0.069
O 8.647 13.559 7.771 -0.072
H 7.028 12.166 8.451 0.133
H 8.616 12.069 9.204 0.087
H 6.626 14.338 9.461 0.127
H 8.233 14.310 10.153 0.094
H 7.668 12.449 11.121 0.013
H 8.466 13.236 6.885 0.084
C 15.399 10.417 7.365 -0.159
C 14.429 9.278 7.793 -0.204
O 13.603 9.695 8.903 -0.084
O 16.372 10.707 8.467 -0.086
H 14.872 11.364 7.248 0.086
H 15.781 10.185 6.370 0.117
H 15.006 8.360 7.908 0.113
H 13.788 9.105 6.929 0.115
H 14.086 10.045 9.655 0.031
H 16.541 9.932 9.008 0.070
C 9.353 22.556 12.919 -0.146
C 10.646 23.386 12.649 -0.225
O 10.468 24.748 12.220 -0.059
O 8.313 22.761 11.889 -0.088
H 8.950 23.000 13.830 0.119
H 9.587 21.493 12.983 0.099
H 11.275 22.807 11.973 0.094
H 11.215 23.305 13.576 0.118
H 11.342 25.081 12.002 0.088
H 8.269 23.707 11.730 0.088
C 6.461 19.379 11.111 -0.227
C 7.951 19.240 11.307 -0.224
O 8.619 20.326 10.613 -0.083
O 5.984 20.567 11.779 -0.059
H 6.016 18.475 11.528 0.117
H 6.395 19.431 10.025 0.111
H 8.226 18.232 10.996 0.103
H 8.027 19.244 12.395 0.104
H 8.621 21.115 11.160 0.017
H 6.206 21.343 11.260 0.068
```

The energy above the lowest of the compared OMol25 structures with the same formula, charge and spin is 101.3 kcal/mol. As for the spin multiplicity: 1. Its lowest unoccupied orbital energy is 0.01 eV. The net charge is 0. The HOMO energy is -0.3302 Ha.


Record 3
Density functional theory data (ωB97M-V/def2-TZVPD) for a molecular structure, C3H4IrO3 in a non-equilibrium geometry.

The geometry in XYZ format:
```
11
Properties=species:S:1:pos:R:3:lowdin_spin:R:1
O 1.271 1.523 -0.446 0.069
C 0.604 0.380 -0.204 0.224
O 0.723 -0.468 -1.134 0.315
Ir -0.093 -1.556 0.345 3.029
O -1.882 -0.845 0.261 0.538
C -2.073 0.421 0.172 0.687
H -1.615 0.919 1.090 0.123
C 1.748 2.252 0.673 0.009
H 1.794 1.611 1.564 0.004
H 1.082 3.103 0.875 0.001
H 2.750 2.625 0.429 0.001
```

Its expectation value of S² is 8.769. The energy above the lowest of the compared OMol25 structures with the same formula, charge and spin is 76.8 kcal/mol. As for the spin multiplicity: 6. Its lowest unoccupied orbital energy (spin up / spin down) is -0.92 / -2.04 eV. The net charge is 0. The HOMO energy (spin up / spin down) is -0.2502 / -0.3343 Ha.


Record 4
Density functional theory data (ωB97M-V/def2-TZVPD) for a molecular structure, C18H20ClMnN2O7Se2 in a non-equilibrium geometry.

The geometry in XYZ format:
```
51
Properties=species:S:1:pos:R:3:lowdin_spin:R:1
Mn 0.462 0.360 -2.197 3.520
O -1.763 -4.056 -0.092 0.001
C -2.840 -3.264 -0.276 0.000
C -4.098 -3.787 -0.007 0.000
C -5.235 -3.008 -0.148 0.000
C -5.133 -1.688 -0.568 0.000
C -3.896 -1.160 -0.867 0.001
C -2.735 -1.930 -0.734 0.001
C -1.460 -1.339 -1.087 0.007
O -1.397 -0.197 -1.709 0.065
N -0.352 -1.959 -0.694 0.008
N 0.766 -1.281 -0.941 0.024
C 1.906 -1.701 -0.405 0.012
C 3.076 -0.933 -0.250 0.002
C 4.233 -1.628 0.197 0.002
C 5.476 -1.057 0.232 0.001
C 5.648 0.266 -0.168 0.002
C 4.532 1.012 -0.498 0.001
C 3.257 0.461 -0.512 0.003
O 2.327 1.407 -0.873 0.013
H -0.963 -3.505 -0.283 0.000
H -4.165 -4.813 0.325 0.000
H -6.203 -3.439 0.068 0.000
H -6.019 -1.077 -0.665 0.000
H -3.781 -0.139 -1.208 0.000
H 1.926 -2.732 -0.051 0.002
H 4.112 -2.665 0.478 0.000
H 6.329 -1.640 0.545 0.000
H 6.631 0.711 -0.193 0.000
H 4.616 2.057 -0.755 0.000
C 0.591 1.359 4.026 0.002
Se 0.890 1.317 2.054 0.006
C -0.941 0.807 1.614 0.006
C -1.858 1.946 1.202 0.041
Se -1.559 2.514 -0.682 0.319
C -0.305 3.954 -0.286 0.019
H 0.204 0.399 4.360 0.000
H -0.114 2.148 4.281 0.000
H 1.545 1.550 4.510 0.000
H -1.334 0.294 2.495 0.000
H -0.859 0.098 0.793 0.001
H -1.768 2.814 1.859 0.006
H -2.892 1.586 1.226 0.004
H -0.836 4.779 0.187 0.006
H 0.147 4.264 -1.227 -0.001
H 0.460 3.554 0.376 0.002
O -0.791 2.330 -3.130 0.335
Cl 0.724 2.360 -3.362 0.141
O 1.244 3.745 -3.043 0.097
O 1.225 -0.305 -3.426 0.245
O 0.971 1.211 -0.492 0.107
```

Its expectation value of S² is 8.813. The energy above the lowest of the compared OMol25 structures with the same formula, charge and spin is 143.1 kcal/mol. As for the spin multiplicity: 6. Its lowest unoccupied orbital energy (spin up / spin down) is 2.37 / 0.12 eV. The net charge is -1. The HOMO energy (spin up / spin down) is -0.1413 / -0.1733 Ha.


Record 5
Density functional theory data (ωB97M-V/def2-TZVPD) for a molecular structure, C2H4N2S in a non-equilibrium geometry.

The geometry in XYZ format:
```
9
Properties=species:S:1:pos:R:3:lowdin_charge:R:1
C -1.029 -0.047 0.026 -0.659
C 0.273 -0.626 0.055 -0.698
H -1.393 1.752 0.230 -0.032
H 0.206 1.440 0.939 0.215
H -2.636 -1.605 -0.316 0.171
H 0.308 -1.829 0.644 0.132
N -0.681 1.321 -0.114 0.048
N -2.217 -0.513 -0.026 0.106
S 1.772 -0.086 -0.063 0.717
```

The energy above the lowest of the compared OMol25 structures with the same formula, charge and spin is 113.3 kcal/mol. As for the spin multiplicity: 1. Its lowest unoccupied orbital energy is -1.34 eV. The net charge is 0. The HOMO energy is -0.3239 Ha.


Record 6
Density functional theory data (ωB97M-V/def2-TZVPD) for a gas-phase ion, C4H5O3 (charge -1) in a non-equilibrium geometry.

The geometry in XYZ format:
```
12
Properties=species:S:1:pos:R:3:lowdin_charge:R:1
C -1.338 -1.476 -0.962 -0.816
C -0.005 0.561 -0.106 -0.198
C -0.292 -1.026 -0.062 -0.012
C 1.412 1.022 0.183 -0.179
O -1.476 -0.922 -2.070 -0.080
O -1.968 -2.386 -0.347 -0.097
O 1.571 1.782 1.321 -0.077
H -0.206 0.632 -1.277 0.133
H -0.751 0.937 0.539 0.077
H -0.040 -1.430 1.005 0.108
H 2.307 0.653 -0.129 0.049
H 0.788 1.652 1.903 0.092
```

The energy above the lowest of the compared OMol25 structures with the same formula, charge and spin is 100.5 kcal/mol. As for the spin multiplicity: 1. Its lowest unoccupied orbital energy (spin up / spin down) is 3.54 / 3.56 eV. The net charge is -1. The HOMO energy (spin up / spin down) is -0.1321 / -0.1199 Ha.